C33H42GeN2PPdSSe as an isolated structure. Source: the OMol25 dataset; level of theory: wB97M-V/def2-TZVPD.

Its HOMO energy is -10.7 eV. For the HOMO-LUMO gap, the calculation gives 8.08 eV. The molar mass is 787.74 u. Its charge is +1. The value obtained for the total energy is -183345.806 eV.

XYZ file:
```
82
Properties=species:S:1:pos:R:3:forces:R:3
Pd -0.155 -0.613 0.622 0.4 0.7 0.5
C 4.735 -2.678 -0.514 0.0 0.1 0.0
C 4.544 -1.192 -0.693 0.0 0.0 0.0
C 5.542 -0.464 -1.336 0.0 0.0 0.0
C 5.443 0.906 -1.526 0.0 0.0 0.0
C 4.335 1.593 -1.058 0.0 0.0 0.0
C 3.325 0.892 -0.419 0.0 0.0 0.0
C 3.409 -0.491 -0.248 0.0 0.0 0.1
P 2.014 -1.284 0.592 0.0 -0.3 -0.4
C 1.666 -2.906 -0.201 0.2 0.1 -0.1
C 1.662 -4.062 0.575 0.0 0.0 0.0
C 1.244 -5.275 0.047 0.0 0.0 0.0
C 0.825 -5.337 -1.272 0.0 0.0 0.0
C 0.839 -4.190 -2.053 0.0 0.0 0.0
C 1.253 -2.963 -1.545 0.0 0.0 0.0
C 1.250 -1.758 -2.454 0.1 -0.1 0.0
C 2.440 -1.613 2.304 0.1 0.2 0.0
C 3.699 -1.605 2.889 0.0 -0.1 -0.1
C 3.807 -1.782 4.261 0.1 0.0 0.0
C 2.661 -1.957 5.023 0.0 0.0 0.1
C 1.405 -1.959 4.429 -0.1 0.0 0.0
C 1.282 -1.777 3.057 0.0 0.0 0.1
C -0.046 -1.788 2.347 -0.1 -0.1 -0.1
H 5.790 -2.930 -0.608 0.0 0.0 0.0
H 4.187 -3.244 -1.270 0.0 0.0 0.0
H 4.392 -3.028 0.458 0.0 0.0 0.0
H 6.423 -0.989 -1.688 0.0 0.0 0.0
H 6.241 1.436 -2.032 0.0 0.0 0.0
H 4.253 2.665 -1.188 0.0 0.0 0.0
H 2.451 1.418 -0.059 0.0 0.0 0.0
H 2.000 -4.020 1.604 0.0 0.0 0.0
H 1.254 -6.165 0.664 0.0 0.0 0.0
H 0.498 -6.277 -1.699 0.0 0.0 0.0
H 0.525 -4.246 -3.090 0.0 0.0 0.0
H 0.906 -2.035 -3.449 0.0 0.0 0.0
H 2.243 -1.320 -2.553 0.1 0.0 0.0
H 0.592 -0.973 -2.085 -0.1 0.1 0.1
H 4.584 -1.439 2.285 0.0 0.0 0.0
H 4.779 -1.767 4.736 0.0 0.0 0.0
H 2.745 -2.078 6.096 0.0 0.0 0.0
H 0.518 -2.088 5.040 0.0 0.0 0.0
H -0.824 -1.414 3.013 -0.1 0.1 0.0
H -0.306 -2.822 2.105 -0.1 0.0 -0.1
N -1.004 2.297 1.710 0.0 0.0 -0.1
C -0.703 2.712 0.463 0.0 0.1 -0.2
S -0.138 1.624 -0.714 -0.1 -0.4 0.2
N -0.901 4.024 0.249 0.1 0.0 -0.2
C -0.723 4.879 -0.883 0.0 0.0 0.0
C -0.533 4.453 -2.192 0.0 0.0 0.1
C -0.389 5.401 -3.198 0.0 0.0 0.0
C -0.438 6.757 -2.921 0.0 0.0 0.0
C -0.639 7.176 -1.613 0.0 0.0 0.0
C -0.780 6.244 -0.602 0.0 0.0 0.1
H -0.705 1.372 1.972 0.0 -0.1 0.0
H -1.204 2.953 2.447 0.0 0.0 0.0
H -1.174 4.546 1.067 0.0 0.1 0.0
H -0.503 3.406 -2.437 0.0 0.0 0.0
H -0.242 5.062 -4.216 0.0 0.0 0.0
H -0.325 7.482 -3.716 0.0 0.0 0.0
H -0.685 8.231 -1.376 0.0 0.0 0.0
H -0.933 6.579 0.420 0.0 0.0 0.0
C -5.147 1.852 1.343 0.0 0.0 0.0
Ge -5.261 0.628 -0.177 0.0 0.0 0.0
C -6.028 1.493 -1.745 0.0 0.0 0.0
C -6.234 -0.993 0.303 0.0 0.0 0.0
C -3.397 0.133 -0.621 -0.1 -0.1 0.0
Se -2.578 -0.977 0.765 -0.2 0.2 -0.1
C -2.616 -2.684 -0.165 0.0 0.0 0.0
H -6.128 2.264 1.580 0.0 0.0 0.0
H -4.474 2.680 1.112 0.0 0.0 0.0
H -4.773 1.333 2.228 0.0 0.0 0.0
H -7.052 1.812 -1.542 0.0 0.0 0.0
H -6.047 0.804 -2.591 0.0 0.0 0.0
H -5.446 2.372 -2.028 0.0 0.0 0.0
H -7.235 -0.738 0.656 0.0 0.0 0.0
H -5.724 -1.533 1.103 0.0 0.0 0.0
H -6.339 -1.655 -0.559 0.0 0.0 0.0
H -2.768 1.016 -0.702 0.0 0.0 0.0
H -3.320 -0.411 -1.563 0.0 0.0 0.0
H -3.639 -3.048 -0.197 0.0 0.0 0.0
H -1.987 -3.370 0.398 0.0 0.0 0.0
H -2.214 -2.558 -1.167 0.0 0.0 0.0
```
Forces are in eV/Å.